(1)
Density functional theory data (ωB97M-V/def2-TZVPD) for a cluster of 2 separate species, C6H12O in total.

The geometry in XYZ format:
```
19
C6H12O | OMol25 | ωB97M-V/def2-TZVPD
C -1.505 -1.371 0.056
C -0.983 -0.592 -0.898
C 0.370 0.063 -0.838
C 0.324 1.103 0.257
C -0.317 2.291 -0.044
C -0.165 3.538 0.883
H -1.983 -2.333 -0.132
H -1.241 -1.077 1.188
H -1.626 -0.740 -1.825
H 1.081 -0.773 -0.667
H 0.650 0.444 -1.888
H 0.734 0.992 1.369
H -1.253 2.333 -0.862
H -0.465 4.428 0.469
H -0.579 3.444 1.969
H 0.883 3.608 1.070
O 2.286 -5.297 0.231
H 1.627 -5.667 -0.297
H 2.162 -4.395 -0.042
```

Multiplicity = 1
Net charge = 0
ΔE to the lowest compared entry with this formula, charge and spin = 418.2 kJ/mol
SMILES = C=CC/C=C/C.O

(2)
Density functional theory data (ωB97M-V/def2-TZVPD) for the molecule C6H12O.

The geometry in XYZ format:
```
19
C6H12O | OMol25 | ωB97M-V/def2-TZVPD
C 1.867 -0.457 0.070
C 0.870 0.411 -0.624
O 0.886 1.667 0.129
C -0.355 1.819 0.814
C -1.012 0.448 0.773
C -0.584 -0.138 -0.569
C -0.932 -1.643 -0.674
H 1.555 -0.650 1.107
H 1.818 -1.327 -0.580
H 2.846 0.042 0.073
H 1.222 0.499 -1.680
H -0.257 2.179 1.855
H -0.968 2.560 0.283
H -0.633 -0.195 1.580
H -2.093 0.508 0.868
H -1.119 0.365 -1.384
H -2.023 -1.772 -0.569
H -0.657 -2.094 -1.636
H -0.473 -2.241 0.123
```

Multiplicity = 1
Net charge = 0
ΔE to the lowest compared entry with this formula, charge and spin = 74.6 kJ/mol
SMILES = C[C@@H]1OCC[C@@H]1C

(3)
Density functional theory data (ωB97M-V/def2-TZVPD) for the molecule C6H12O.

The geometry in XYZ format:
```
19
C6H12O | OMol25 | ωB97M-V/def2-TZVPD
C -2.896 -0.014 -0.118
C -1.837 -0.709 0.289
C -0.800 -1.243 -0.669
O 0.334 -0.446 -0.892
C 1.219 -0.038 0.135
C 2.439 0.377 -0.677
C 0.658 1.121 0.972
H -3.049 0.198 -1.175
H -3.629 0.392 0.576
H -1.689 -0.896 1.352
H -0.522 -2.274 -0.396
H -1.249 -1.284 -1.662
H 1.479 -0.883 0.797
H 2.863 -0.491 -1.189
H 3.217 0.860 -0.080
H 2.098 1.081 -1.445
H -0.432 1.136 0.935
H 1.005 2.087 0.593
H 0.953 1.042 2.022
```

Multiplicity = 1
Net charge = 0
ΔE to the lowest compared entry with this formula, charge and spin = 152.2 kJ/mol
SMILES = C=CCOC(C)C

(4)
Density functional theory data (ωB97M-V/def2-TZVPD) for a cluster of 2 separate species, C6H12O in total.

The geometry in XYZ format:
```
19
C6H12O | OMol25 | ωB97M-V/def2-TZVPD
C -0.976 1.328 -2.823
C 0.159 0.866 -1.957
C 0.092 0.672 -0.643
C 0.890 -0.377 -0.011
C 0.732 -0.931 1.194
C 1.622 -2.084 1.594
H -1.590 2.049 -2.298
H -0.611 1.752 -3.757
H -1.522 0.449 -3.162
H 0.913 0.276 -2.478
H -0.551 1.219 0.038
H 1.827 -0.591 -0.508
H 0.089 -0.387 1.881
H 1.777 -2.701 0.720
H 1.095 -2.677 2.350
H 2.543 -1.807 2.080
O -2.232 1.286 2.354
H -2.881 0.715 2.795
H -1.375 0.944 2.630
```

Multiplicity = 1
Net charge = 0
ΔE to the lowest compared entry with this formula, charge and spin = 192.9 kJ/mol
SMILES = C/C=C/C=C/C.O

(5)
Density functional theory data (ωB97M-V/def2-TZVPD) for the molecule C6H12O.

The geometry in XYZ format:
```
19
C6H12O | OMol25 | ωB97M-V/def2-TZVPD
C 1.929 0.903 -0.318
C 1.076 -0.244 0.408
C -0.427 -0.463 0.108
C -0.806 -1.637 -0.793
C -1.476 -0.077 1.140
C -1.248 0.795 -0.047
O -0.613 2.015 0.145
H 1.865 1.987 -0.072
H 1.867 0.854 -1.411
H 2.956 0.689 -0.031
H 1.228 -0.127 1.490
H 1.599 -1.165 0.113
H -0.120 -1.733 -1.642
H -0.817 -2.600 -0.264
H -1.813 -1.491 -1.205
H -1.140 0.312 2.097
H -2.396 -0.657 1.171
H -1.983 0.798 -0.848
H 0.319 1.841 -0.042
```

Multiplicity = 1
Net charge = 0
ΔE to the lowest compared entry with this formula, charge and spin = 168.6 kJ/mol
SMILES = CC[C@@]1(C)C[C@H]1O

(6)
Density functional theory data (ωB97M-V/def2-TZVPD) for the molecule C6H12O.

The geometry in XYZ format:
```
19
C6H12O | OMol25 | ωB97M-V/def2-TZVPD
C -2.097 -0.131 0.991
C -1.290 0.914 0.221
C -0.401 0.312 -0.853
C 0.989 0.824 -1.105
C 0.785 -0.572 -0.568
C 1.291 -0.906 0.813
O 2.680 -1.179 0.790
H -2.635 -0.798 0.307
H -2.834 0.339 1.650
H -1.442 -0.752 1.611
H -0.694 1.511 0.921
H -1.975 1.621 -0.267
H -0.952 0.018 -1.746
H 1.338 0.961 -2.125
H 1.364 1.567 -0.401
H 0.946 -1.381 -1.280
H 1.058 -0.090 1.517
H 0.818 -1.816 1.198
H 3.092 -0.472 0.276
```

Multiplicity = 1
Net charge = 0
ΔE to the lowest compared entry with this formula, charge and spin = 113.0 kJ/mol
SMILES = CC[C@H]1C[C@H]1CO

(7)
Density functional theory data (ωB97M-V/def2-TZVPD) for the molecule C6H12O.

The geometry in XYZ format:
```
19
C6H12O | OMol25 | ωB97M-V/def2-TZVPD
C -1.144 1.171 -2.747
C 0.092 0.884 -1.895
O 0.047 -0.338 -1.143
C 0.006 0.090 0.225
C -0.060 -0.778 1.473
C 0.772 -0.178 2.598
C 1.065 -1.556 2.095
H -1.281 2.258 -2.826
H -1.076 0.773 -3.763
H -2.037 0.762 -2.267
H 0.165 1.706 -1.176
H 1.014 0.921 -2.489
H 0.892 0.716 0.355
H -0.891 0.717 0.304
H -1.061 -1.085 1.773
H 1.465 0.613 2.313
H 0.345 -0.037 3.586
H 1.972 -1.726 1.525
H 0.784 -2.375 2.754
```

Multiplicity = 1
Net charge = 0
ΔE to the lowest compared entry with this formula, charge and spin = 220.4 kJ/mol
SMILES = CCOCC1CC1

(8)
Density functional theory data (ωB97M-V/def2-TZVPD) for a cluster of 2 separate species, C6H12O in total.

The geometry in XYZ format:
```
19
C6H12O | OMol25 | ωB97M-V/def2-TZVPD
C -0.551 0.650 0.277
C -1.784 -0.201 0.531
C -2.433 -0.983 -0.579
C -3.118 0.228 -0.011
H -0.228 0.585 -0.770
H -0.738 1.709 0.495
H 0.297 0.340 0.897
H -1.815 -0.682 1.506
H -1.999 -0.892 -1.572
H -2.853 -1.962 -0.361
H -3.137 1.130 -0.618
H -4.003 0.080 0.603
C 3.225 -0.620 0.144
C 3.145 0.812 -0.313
O 2.524 1.673 0.262
H 2.831 -1.284 -0.636
H 4.276 -0.897 0.313
H 2.651 -0.737 1.067
H 3.710 1.051 -1.238
```

Multiplicity = 1
Net charge = 0
ΔE to the lowest compared entry with this formula, charge and spin = 159.7 kJ/mol
SMILES = CC1CC1.CC=O

(9)
Density functional theory data (ωB97M-V/def2-TZVPD) for the molecule C6H12O.

The geometry in XYZ format:
```
19
C6H12O | OMol25 | ωB97M-V/def2-TZVPD
C 0.067 -1.109 -1.751
C -0.479 -0.330 -0.562
O -1.836 0.015 -0.677
C -0.265 -0.972 0.803
C -0.175 0.232 1.732
C 0.878 1.122 1.079
C 0.493 1.113 -0.404
H -0.538 -1.090 -2.670
H 0.444 -2.127 -1.577
H 0.843 -0.354 -1.776
H -2.059 0.059 -1.615
H -1.062 -1.673 1.075
H 0.683 -1.529 0.795
H -1.143 0.748 1.706
H 0.061 -0.033 2.761
H 1.872 0.671 1.221
H 0.922 2.119 1.531
H 1.427 1.272 -1.003
H -0.139 1.963 -0.683
```

Multiplicity = 1
Net charge = 0
ΔE to the lowest compared entry with this formula, charge and spin = 134.3 kJ/mol
SMILES = CC1(O)CCCC1

(10)
Density functional theory data (ωB97M-V/def2-TZVPD) for the molecule C6H12O.

The geometry in XYZ format:
```
19
C6H12O | OMol25 | ωB97M-V/def2-TZVPD
C 1.466 0.231 -1.662
C 0.461 0.847 -1.024
C -0.834 0.184 -0.604
C -1.764 1.201 0.067
C -0.671 -1.074 0.278
O -0.140 -0.825 1.582
C 1.281 -0.830 1.629
H 2.366 0.776 -1.929
H 1.422 -0.821 -1.925
H 0.574 1.906 -0.795
H -1.335 -0.134 -1.529
H -1.362 1.555 1.021
H -1.922 2.074 -0.578
H -2.747 0.755 0.256
H -0.097 -1.856 -0.231
H -1.669 -1.498 0.444
H 1.706 -1.627 1.010
H 1.678 0.141 1.326
H 1.587 -1.006 2.664
```

Multiplicity = 1
Net charge = 0
ΔE to the lowest compared entry with this formula, charge and spin = 153.6 kJ/mol
SMILES = C=C[C@H](C)COC

(11)
Density functional theory data (ωB97M-V/def2-TZVPD) for a cluster of 2 separate species, C6H12O in total.

The geometry in XYZ format:
```
19
C6H12O | OMol25 | ωB97M-V/def2-TZVPD
C -1.974 0.726 0.372
C -0.621 0.749 0.480
C 0.402 -0.311 0.395
C 1.063 -0.623 -0.752
C 0.508 -0.972 1.771
C 1.878 -1.877 1.738
H -2.585 1.566 0.195
H -2.681 -0.175 0.215
H -0.012 1.605 0.413
H 1.014 0.042 -1.675
H 1.681 -1.522 -0.905
H 0.348 -0.394 2.663
H -0.448 -1.548 1.861
H 1.466 -2.807 1.475
H 2.372 -1.980 2.735
H 2.683 -1.544 0.992
O -1.788 2.707 -3.831
H -2.362 3.428 -4.165
H -0.944 2.930 -3.974
```

Multiplicity = 1
Net charge = 0
ΔE to the lowest compared entry with this formula, charge and spin = 334.6 kJ/mol
SMILES = C=CC(=C)CC.O

(12)
Density functional theory data (ωB97M-V/def2-TZVPD) for a cluster of 2 separate species, C6H12O in total.

The geometry in XYZ format:
```
19
C6H12O | OMol25 | ωB97M-V/def2-TZVPD
C -2.759 -0.875 0.313
C -1.381 -0.509 -0.237
C -0.709 0.517 0.642
C 0.024 1.662 0.097
O -1.287 1.808 0.642
H -3.269 -1.601 -0.327
H -2.682 -1.306 1.319
H -3.383 0.022 0.377
H -0.746 -1.405 -0.304
H -1.476 -0.100 -1.251
H -0.420 0.160 1.635
H 0.830 2.121 0.674
H 0.095 1.782 -0.987
C 2.214 -0.570 -0.492
C 3.429 -0.018 -0.524
H 1.585 -0.631 -1.381
H 1.805 -0.978 0.431
H 4.056 0.038 0.366
H 3.841 0.388 -1.446
```

Multiplicity = 1
Net charge = 0
ΔE to the lowest compared entry with this formula, charge and spin = 233.5 kJ/mol
SMILES = CC[C@H]1CO1.C=C

(13)
Density functional theory data (ωB97M-V/def2-TZVPD) for a cluster of 2 separate species, C6H12O in total.

The geometry in XYZ format:
```
19
C6H12O | OMol25 | ωB97M-V/def2-TZVPD
C -0.602 0.177 -1.425
C -0.778 0.017 -0.101
C -0.979 1.318 0.699
C -0.997 -1.247 0.560
C -1.559 -2.179 -0.264
C -1.079 -1.393 2.063
H 0.060 -0.528 -1.916
H -1.021 1.026 -1.927
H -2.018 1.671 0.697
H -0.703 1.256 1.749
H -0.380 2.093 0.228
H -1.430 -3.256 -0.115
H -2.383 -2.060 -0.961
H -1.296 -0.443 2.548
H -1.979 -1.929 2.322
H -0.215 -1.887 2.508
O 4.682 2.467 -1.503
H 4.074 2.180 -0.817
H 5.554 2.455 -1.101
```

Multiplicity = 1
Net charge = 0
ΔE to the lowest compared entry with this formula, charge and spin = 323.5 kJ/mol
SMILES = C=C(C)C(=C)C.O

HOMO-LUMO gap (computed, eV): 9.1, 10.5, 10.9, 9.1, 10.4, 11.0, 10.8, 10.9, 10.5, 10.3, 9.8, 11.3, 8.6
E_HOMO (computed, eV): -8.48, -9.42, -9.71, -8.22, -9.46, -10.01, -9.60, -9.96, -9.53, -9.25, -8.93, -10.20, -8.15
E_LUMO (computed, eV): 0.57, 1.09, 1.17, 0.86, 0.96, 1.03, 1.16, 0.98, 0.99, 1.08, 0.88, 1.07, 0.40